Entry 1:
C28H20FN5O5Pt | wB97M-V/def2-TZVPD

Properties
Energy above the lowest of the compared OMol25 structures with the same formula, charge and spin = 0.247 eV
Highest occupied orbital energy = -7.9608 eV
Calculated total energy = -53008.9327 eV
Frontier orbital gap = 6.42 eV

Geometry (Å):
Pt 0.74210 -0.36934 -0.16956
F -0.11791 0.33084 -1.83327
O -1.22360 -1.80036 2.00856
O -2.95243 -0.72855 2.73629
O 4.10330 -2.85971 5.18219
O -1.30181 0.36010 1.86817
O 4.49483 -0.64107 5.48830
N 0.40517 -2.45602 -0.07738
N -1.25875 -2.78995 -1.82375
N -1.83564 -0.72013 2.21966
N 1.29776 1.49247 0.33308
N 1.68530 -0.77679 1.46772
C -0.44468 -4.65270 -0.52878
C -0.35157 -3.29751 -0.76698
C 0.71433 -2.19235 -3.20278
C -4.77964 -1.45406 0.11153
C 1.25515 -1.56913 -4.31761
C 1.99076 3.93037 1.37311
C -4.67833 -2.75691 -0.35235
C 0.44494 -0.83802 -5.17083
C 1.79500 -2.04265 1.86501
C 2.52923 -2.35056 2.99290
C 3.13156 -1.32013 3.70364
C 2.96413 -0.00724 3.28516
C -2.51571 -2.24015 -1.20451
C -0.63679 -2.04760 -2.96521
C 2.32107 2.76890 2.05499
C 1.95836 1.55142 1.51438
C 4.01385 -1.64576 4.94676
C 1.00816 -4.32884 1.31201
C 2.22872 0.24336 2.14245
C -3.75313 -0.54864 -0.10919
C 0.26512 -5.18475 0.53100
C -3.52940 -3.16161 -1.01282
C 1.05681 -2.97970 1.00251
C -0.91515 -0.73054 -4.91946
C 0.97272 2.60178 -0.32412
C -2.60105 -0.93055 -0.78225
C 1.30930 3.84849 0.17118
C -1.47049 -1.34009 -3.80731
H -2.52422 -1.24002 -3.58838
H 0.87415 -0.34879 -6.03464
H 2.31589 -1.65419 -4.50937
H 0.43423 2.44342 -1.24876
H -1.80458 -0.22515 -0.97368
H -5.65474 -1.14606 0.66635
H -5.47759 -3.46505 -0.18356
H -1.54921 -0.15961 -5.58371
H 2.84311 2.80176 3.00005
H 1.02974 4.73378 -0.38063
H 2.68380 -3.35279 3.37005
H -1.07806 -5.27712 -1.14470
H 3.44178 0.76478 3.87451
H 0.21479 -6.24117 0.75363
H 2.26122 4.89298 1.78538
H -1.59076 -3.64949 -2.26311
H -3.43013 -4.18746 -1.35325
H -3.81851 0.45615 0.28215
H 1.35165 -2.75214 -2.53273
H 1.54587 -4.68790 2.17588

Okay, here come the Löwdin numbers, in e, for every atom: atom 1 (Pt): 1.253, atom 2 (F): -0.544, atom 3 (O): -0.066, atom 4 (O): -0.011, atom 5 (O): -0.023, atom 6 (O): -0.084, atom 7 (O): -0.020, atom 8 (N): 0.050, atom 9 (N): 0.087, atom 10 (N): -0.604, atom 11 (N): -0.057, atom 12 (N): -0.052, atom 13 (C): 0.022, atom 14 (C): -0.231, atom 15 (C): -0.038, atom 16 (C): -0.047, atom 17 (C): -0.054, atom 18 (C): -0.028, atom 19 (C): -0.052, atom 20 (C): -0.063, atom 21 (C): -0.182, atom 22 (C): 0.087, atom 23 (C): -0.052, atom 24 (C): 0.089, atom 25 (C): -0.190, atom 26 (C): -0.200, atom 27 (C): 0.026, atom 28 (C): -0.169, atom 29 (C): -0.686, atom 30 (C): 0.040, atom 31 (C): -0.159, atom 32 (C): -0.045, atom 33 (C): 0.002, atom 34 (C): -0.020, atom 35 (C): -0.161, atom 36 (C): -0.052, atom 37 (C): -0.080, atom 38 (C): -0.023, atom 39 (C): -0.029, atom 40 (C): -0.016, atom 41 (H): 0.126, atom 42 (H): 0.110, atom 43 (H): 0.113, atom 44 (H): 0.109, atom 45 (H): 0.080, atom 46 (H): 0.117, atom 47 (H): 0.111, atom 48 (H): 0.113, atom 49 (H): 0.125, atom 50 (H): 0.113, atom 51 (H): 0.122, atom 52 (H): 0.126, atom 53 (H): 0.126, atom 54 (H): 0.127, atom 55 (H): 0.118, atom 56 (H): 0.162, atom 57 (H): 0.116, atom 58 (H): 0.122, atom 59 (H): 0.115, atom 60 (H): 0.128

---

Entry 2:
C28H20IPTi | wB97M-V/def2-TZVPD

Properties
Energy above the lowest of the compared OMol25 structures with the same formula, charge and spin = 0.639 eV
Highest occupied orbital energy = -14.3565 eV
Net charge = +2
Calculated total energy = -69847.6206 eV
Frontier orbital gap = 6.19 eV

Geometry (Å):
I -0.15655 3.23371 1.99303
Ti 1.27266 1.17239 0.82680
P 0.68284 -0.20097 -1.23938
C 0.99389 1.41257 -1.91585
C 1.08291 1.85216 -3.23701
C 0.13026 -2.09851 3.12808
C -0.20692 0.67655 3.43620
C -3.82542 -0.74091 -0.71225
C 1.20825 -2.84074 -4.22484
C 2.54668 -2.14378 -1.88598
C 0.18554 0.13713 2.17294
C -0.75181 0.34480 5.79824
C -0.21084 -1.58460 4.34759
C 0.66439 -1.87539 -3.39484
C 2.40903 -3.45574 -3.88840
C -0.77872 2.56983 4.87007
C 1.34387 -1.52486 -2.22379
C -0.94053 1.68632 5.96315
C 1.18707 3.68824 -1.09793
C -0.38954 -0.19222 4.53590
C 1.24513 3.20478 -3.47086
C -1.10069 -0.38700 -1.10907
C -2.97091 -1.83939 -0.67301
C 1.29900 4.11423 -2.41014
C -1.61292 -1.66767 -0.87109
C -1.95781 0.70709 -1.15737
C -0.42009 2.04982 3.66335
C -3.32144 0.52557 -0.96044
C 0.32007 -1.23267 2.03081
C 1.05630 2.31514 -0.84963
C 3.07788 -3.11324 -2.72181
H 1.32269 3.56854 -4.48666
H -3.36885 -2.82955 -0.49686
H -0.87619 -0.33409 6.63201
H -0.36302 -2.24355 5.19343
H -0.96027 -2.53326 -0.86402
H 1.23869 4.42071 -0.30122
H 0.69402 -3.12169 -5.13375
H 0.55561 -1.67893 1.07297
H -3.98685 1.37648 -1.01556
H -4.88831 -0.87954 -0.56730
H 1.02989 1.14840 -4.05843
H 4.00773 -3.60242 -2.46697
H 3.07102 -1.87808 -0.97523
H -1.58449 1.70146 -1.36988
H 2.82139 -4.21280 -4.54182
H 0.24308 -3.16471 2.98852
H 1.42367 5.16890 -2.61860
H -0.94473 3.62984 5.00774
H -1.21459 2.08590 6.92939
H -0.28206 -1.41428 -3.65023

Okay, here come the Löwdin numbers, in e, for every atom: atom 1 (I): 1.384, atom 2 (Ti): 1.000, atom 3 (P): 1.043, atom 4 (C): -0.405, atom 5 (C): -0.024, atom 6 (C): -0.028, atom 7 (C): -0.259, atom 8 (C): -0.040, atom 9 (C): -0.041, atom 10 (C): -0.084, atom 11 (C): -0.259, atom 12 (C): 0.016, atom 13 (C): 0.027, atom 14 (C): -0.076, atom 15 (C): -0.034, atom 16 (C): -0.089, atom 17 (C): -0.369, atom 18 (C): -0.025, atom 19 (C): -0.129, atom 20 (C): -0.140, atom 21 (C): -0.016, atom 22 (C): -0.363, atom 23 (C): -0.043, atom 24 (C): -0.027, atom 25 (C): -0.092, atom 26 (C): -0.073, atom 27 (C): -0.603, atom 28 (C): -0.047, atom 29 (C): -0.105, atom 30 (C): -0.371, atom 31 (C): -0.049, atom 32 (H): 0.128, atom 33 (H): 0.120, atom 34 (H): 0.133, atom 35 (H): 0.136, atom 36 (H): 0.115, atom 37 (H): 0.069, atom 38 (H): 0.122, atom 39 (H): 0.070, atom 40 (H): 0.118, atom 41 (H): 0.120, atom 42 (H): 0.123, atom 43 (H): 0.120, atom 44 (H): 0.103, atom 45 (H): 0.107, atom 46 (H): 0.123, atom 47 (H): 0.125, atom 48 (H): 0.127, atom 49 (H): 0.118, atom 50 (H): 0.127, atom 51 (H): 0.120

---

Entry 3:
C28H21BrCl2F4MoNOPSTe | wB97M-V/def2-TZVPD

Properties
Energy above the lowest of the compared OMol25 structures with the same formula, charge and spin = 0.000 eV
Highest occupied orbital energy (alpha / beta) = -14.1351 / -13.9701 eV
Net charge = +2
Calculated total energy = -168130.0310 eV
Frontier orbital gap (alpha / beta) = 6.83 / 6.43 eV

Geometry (Å):
Te -0.27856 -2.73529 2.28108
Mo 0.34821 -1.47710 0.25445
Br 3.06596 -1.30574 0.55482
Cl -3.96510 -0.58023 0.39058
Cl 0.32261 -0.18175 -2.82034
S 0.79976 -4.33506 -1.48515
P 0.58540 0.73623 1.40637
F 5.39303 -0.89021 2.31818
F 1.49070 2.59792 3.67392
F 3.78760 2.59423 4.98812
F 5.75395 0.86496 4.32826
O 1.13083 -2.88041 -1.00870
N -1.13064 -0.94573 -0.41818
C 4.40886 -0.07208 2.65355
C -1.66554 0.57514 4.76412
C -2.13932 0.70426 -3.53737
C -0.92254 -4.68272 -3.50911
C 0.30476 -3.99419 -4.09901
C -0.24325 3.47451 -1.50186
C -1.94045 -0.32352 -1.35930
C -0.93193 -4.31669 -2.02267
C -0.37865 2.49329 -0.53543
C -3.29108 -0.09018 -1.11330
C -4.06797 0.53951 -2.07158
C -2.53118 2.41286 3.48028
C 3.59993 1.71911 4.02360
C 2.14914 0.76710 2.32578
C 2.39328 1.68877 3.33472
C -0.73337 0.32895 3.77505
C -1.58708 2.17383 2.48715
C 2.12036 3.57210 -1.07955
C -2.57761 1.61511 4.61040
C 1.98894 2.59718 -0.10103
C 1.45296 -4.36895 -3.16804
C -3.48890 0.92471 -3.27292
C 0.73593 2.05418 0.18398
C -1.37600 0.08409 -2.57277
C 3.19717 -0.09119 2.00218
C 4.60916 0.83701 3.68645
C 1.00689 4.01421 -1.77804
C -0.69564 1.11759 2.62564
H -3.21957 3.23991 3.37217
H 2.86966 2.28120 0.44283
H -1.50189 -4.97737 -1.37377
H -1.85672 -4.37082 -3.97336
H -5.11523 0.72025 -1.87467
H -1.36082 2.08304 -0.34517
H -1.11725 3.82387 -2.03560
H -0.84444 -5.76431 -3.63286
H 3.09386 3.99585 -1.28559
H 1.11086 4.78429 -2.53065
H 0.17377 -2.91069 -4.11922
H -0.00073 -0.45955 3.92558
H -4.09994 1.41020 -4.02212
H 1.79699 -5.39403 -3.32041
H 2.31949 -3.70864 -3.16425
H -1.67376 -0.03182 5.65946
H -1.25480 -3.28427 -1.85961
H -3.30842 1.81008 5.38363
H -1.69312 1.01513 -4.47124
H -1.53733 2.84629 1.64453
H 0.51875 -4.32441 -5.11398

Okay, here come the Löwdin numbers, in e, for every atom: atom 1 (Te): 0.586, atom 2 (Mo): 0.736, atom 3 (Br): 0.947, atom 4 (Cl): 0.759, atom 5 (Cl): 0.756, atom 6 (S): 1.065, atom 7 (P): 0.991, atom 8 (F): 0.121, atom 9 (F): 0.146, atom 10 (F): 0.183, atom 11 (F): 0.192, atom 12 (O): -0.847, atom 13 (N): -0.245, atom 14 (C): -0.249, atom 15 (C): -0.044, atom 16 (C): -0.075, atom 17 (C): -0.202, atom 18 (C): -0.208, atom 19 (C): -0.050, atom 20 (C): -0.425, atom 21 (C): -0.286, atom 22 (C): -0.123, atom 23 (C): -0.612, atom 24 (C): -0.066, atom 25 (C): -0.041, atom 26 (C): -0.116, atom 27 (C): -0.323, atom 28 (C): -0.194, atom 29 (C): -0.176, atom 30 (C): -0.066, atom 31 (C): -0.042, atom 32 (C): -0.037, atom 33 (C): -0.068, atom 34 (C): -0.285, atom 35 (C): -0.028, atom 36 (C): -0.343, atom 37 (C): -0.591, atom 38 (C): -0.539, atom 39 (C): -0.113, atom 40 (C): -0.038, atom 41 (C): -0.370, atom 42 (H): 0.120, atom 43 (H): 0.106, atom 44 (H): 0.103, atom 45 (H): 0.130, atom 46 (H): 0.123, atom 47 (H): 0.097, atom 48 (H): 0.120, atom 49 (H): 0.127, atom 50 (H): 0.120, atom 51 (H): 0.121, atom 52 (H): 0.094, atom 53 (H): 0.041, atom 54 (H): 0.127, atom 55 (H): 0.111, atom 56 (H): 0.107, atom 57 (H): 0.121, atom 58 (H): 0.079, atom 59 (H): 0.121, atom 60 (H): 0.122, atom 61 (H): 0.097, atom 62 (H): 0.131

---

Entry 4:
C28H21BrClFN2O4Pt | wB97M-V/def2-TZVPD

Properties
Energy above the lowest of the compared OMol25 structures with the same formula, charge and spin = 2.021 eV
Highest occupied orbital energy = -7.3414 eV
Calculated total energy = -129074.1807 eV
Frontier orbital gap = 6.28 eV

Geometry (Å):
Pt 0.24825 -0.72651 -2.29894
Br 6.90758 0.17566 1.69399
Cl -4.90825 5.05132 -1.75789
F -4.29361 -3.26579 -2.97072
O 1.07085 0.09238 0.23018
O -2.20680 -0.11498 -2.40401
O 0.26869 1.52656 -2.54729
O 2.86699 0.18607 -1.66293
N 1.97223 -0.34592 4.22090
N 0.56408 0.80742 2.91903
C -1.18983 -2.76189 -1.27572
C -2.74427 1.01314 -2.26560
C -2.14635 -3.17372 -3.87242
C -2.01928 2.25934 -2.26088
C -4.17600 1.12683 -2.09752
C -2.98258 -3.11953 -2.76548
C 4.13806 0.15036 2.27822
C 0.81138 -0.04011 4.93651
C -1.62789 0.82198 5.91568
C -0.75263 0.07270 6.72370
C -0.79610 -3.01107 -3.66731
C 4.69019 0.20019 -0.07240
C 2.38606 0.14540 0.62214
C 2.77918 0.16141 1.94872
C -2.54646 -2.92286 -1.47339
C 1.11066 -2.48790 -2.13371
C -4.05770 3.53253 -1.95205
C -1.30331 1.14386 4.61212
C -0.61237 2.39460 -2.41855
C -2.71406 3.49380 -2.10702
C 3.34609 0.18051 -0.39707
C -0.06901 0.69428 4.15041
C 3.80414 0.19529 -2.72966
C 5.06678 0.17123 1.26883
C -0.28808 -2.80087 -2.36290
C -4.79883 2.32416 -1.94935
C 1.78761 0.18388 3.04859
C 0.46732 -0.36548 6.24847
H -0.10731 -3.03189 -4.50225
H -2.57528 1.14992 6.32402
H -4.74102 0.20264 -2.10138
H -1.04462 -0.16071 7.73914
H -2.56689 -3.32597 -4.85618
H 5.44650 0.23030 -0.84181
H 1.80620 -2.73382 -2.93375
H -2.14554 4.41821 -2.11186
H 1.52630 -2.67930 -1.14591
H 4.44668 -0.68741 -2.69841
H 3.20871 0.18517 -3.63708
H 0.54647 -0.33070 0.92157
H -0.25771 3.43754 -2.42367
H 4.41530 1.09918 -2.70533
H -1.97841 1.71521 3.98852
H 0.33025 1.46478 2.19250
H 4.42490 0.13980 3.32004
H -5.87470 2.37272 -1.82845
H 1.14683 -0.94061 6.86451
H -3.25889 -2.87920 -0.66214
H -0.80051 -2.61415 -0.27678

Okay, here come the Löwdin numbers, in e, for every atom: atom 1 (Pt): 1.019, atom 2 (Br): 0.753, atom 3 (Cl): 0.617, atom 4 (F): 0.094, atom 5 (O): 0.022, atom 6 (O): -0.098, atom 7 (O): -0.129, atom 8 (O): -0.128, atom 9 (N): 0.186, atom 10 (N): 0.154, atom 11 (C): -0.043, atom 12 (C): -0.375, atom 13 (C): 0.015, atom 14 (C): -0.134, atom 15 (C): -0.009, atom 16 (C): -0.262, atom 17 (C): -0.074, atom 18 (C): -0.223, atom 19 (C): -0.093, atom 20 (C): -0.092, atom 21 (C): -0.022, atom 22 (C): -0.053, atom 23 (C): -0.177, atom 24 (C): -0.074, atom 25 (C): 0.005, atom 26 (C): -0.201, atom 27 (C): -0.679, atom 28 (C): -0.021, atom 29 (C): -0.210, atom 30 (C): -0.089, atom 31 (C): -0.208, atom 32 (C): -0.192, atom 33 (C): -0.057, atom 34 (C): -0.679, atom 35 (C): -0.439, atom 36 (C): -0.104, atom 37 (C): -0.271, atom 38 (C): -0.016, atom 39 (H): 0.121, atom 40 (H): 0.101, atom 41 (H): 0.109, atom 42 (H): 0.099, atom 43 (H): 0.128, atom 44 (H): 0.100, atom 45 (H): 0.071, atom 46 (H): 0.109, atom 47 (H): 0.077, atom 48 (H): 0.101, atom 49 (H): 0.093, atom 50 (H): 0.104, atom 51 (H): 0.124, atom 52 (H): 0.102, atom 53 (H): 0.110, atom 54 (H): 0.164, atom 55 (H): 0.112, atom 56 (H): 0.103, atom 57 (H): 0.112, atom 58 (H): 0.131, atom 59 (H): 0.119